No. 1
Entry from OMol25: the ion C5H12NO2 with charge -1 at a distorted geometry (ωB97M-V with the def2-TZVPD basis set).

Element x y z (Å)
C  -0.010  -1.164  -0.352
N  -0.206  0.133  -0.961
C  -1.085  0.176  -2.037
O  -2.466  0.599  -1.669
C  -0.328  -1.132  1.156
C  0.402  -0.003  1.873
C  1.842  0.225  1.417
O  1.891  1.250  0.404
H  1.041  -1.431  -0.467
H  -0.599  -2.004  -0.771
H  1.246  0.985  -0.291
H  -1.286  -0.799  -2.515
H  -0.747  0.884  -2.806
H  -2.327  0.994  -0.797
H  -0.029  -2.097  1.560
H  -1.419  -1.052  1.247
H  -0.130  0.920  1.602
H  0.258  -0.053  2.963
H  2.192  -0.685  0.931
H  2.545  0.536  2.191

Values from the calculation:
- HOMO: -2.5352 eV
- Calculated total energy: -10964.057 eV
- Kohn-Sham gap: 6.7 eV
- Energy above the lowest of the compared OMol25 structures with the same formula, charge and spin: 283.0 kJ/mol
- Charge: -1

Partial atomic charges computed with the Mulliken method, in multiples of e: number 1, C, carries -0.7800; number 2, N, carries -0.3774; number 3, C, carries -0.5488; number 4, O, carries -0.5834; number 5, C, carries -0.6658; number 6, C, carries -0.5613; number 7, C, carries -0.5375; number 8, O, carries -0.6707; number 9, H, carries 0.2662; number 10, H, carries 0.4490; number 11, H, carries 0.5163; number 12, H, carries 0.2253; number 13, H, carries 0.2097; number 14, H, carries 0.2714; number 15, H, carries 0.2990; number 16, H, carries 0.3330; number 17, H, carries 0.2690; number 18, H, carries 0.3826; number 19, H, carries 0.1974; number 20, H, carries 0.3058

No. 2
Entry from OMol25: the ion C5H12NO2 with charge -1 at a distorted geometry (ωB97M-V with the def2-TZVPD basis set).

Element x y z (Å)
C  -0.310  2.461  -1.126
N  0.583  1.338  -0.798
C  -0.021  0.326  0.079
C  0.816  0.216  1.437
O  1.544  1.313  1.619
C  -0.121  -0.992  -0.678
C  -0.857  -2.109  0.128
O  0.003  -3.081  0.717
H  -0.391  2.402  -2.219
H  -1.318  2.444  -0.704
H  0.096  3.436  -0.855
H  1.424  1.655  -0.325
H  -1.055  0.626  0.289
H  -0.016  -0.003  2.178
H  1.388  -0.752  1.513
H  -0.549  -0.986  -1.683
H  0.897  -1.366  -0.849
H  -1.498  -1.625  0.870
H  -1.370  -2.670  -0.653
H  0.756  -2.630  1.060

Values from the calculation:
- HOMO: -2.8407 eV
- Calculated total energy: -10963.524 eV
- Kohn-Sham gap: 6.7 eV
- SMILES: CN[C@H](C[O-])CCO
- Energy above the lowest of the compared OMol25 structures with the same formula, charge and spin: 334.4 kJ/mol
- Charge: -1

Partial atomic charges computed with the Mulliken method, in multiples of e: number 1, C, carries -0.8444; number 2, N, carries -0.4784; number 3, C, carries 0.5652; number 4, C, carries -0.1258; number 5, O, carries -0.9277; number 6, C, carries -1.1758; number 7, C, carries -0.3621; number 8, O, carries -0.5174; number 9, H, carries 0.2340; number 10, H, carries 0.2812; number 11, H, carries 0.3036; number 12, H, carries 0.3218; number 13, H, carries 0.1613; number 14, H, carries 0.1398; number 15, H, carries -0.0676; number 16, H, carries 0.2955; number 17, H, carries 0.3439; number 18, H, carries 0.2927; number 19, H, carries 0.2507; number 20, H, carries 0.3096

No. 3
Entry from OMol25: the ion C5H12NO2 with charge -1 at a distorted geometry (ωB97M-V with the def2-TZVPD basis set).

Element x y z (Å)
C  -1.970  -1.176  -0.090
C  -1.035  0.103  -0.154
C  -1.119  0.869  1.280
C  0.331  1.266  1.773
O  1.346  0.229  1.994
N  0.417  -0.012  -0.607
C  0.856  -0.048  -2.028
O  1.221  -1.309  -2.249
H  -2.829  -0.992  -0.712
H  -1.373  -2.067  -0.652
H  -2.128  -1.447  0.915
H  -1.355  0.770  -1.008
H  -1.708  1.853  1.030
H  -1.812  0.500  2.013
H  0.646  2.171  1.184
H  0.306  1.773  2.727
H  1.639  -0.021  1.148
H  0.800  -0.858  -0.199
H  0.161  0.360  -2.828
H  1.813  0.598  -2.016

Values from the calculation:
- HOMO: -2.4168 eV
- Calculated total energy: -10962.293 eV
- Kohn-Sham gap: 6.2 eV
- SMILES: C[C@@H](CCO)NC[O-]
- Energy above the lowest of the compared OMol25 structures with the same formula, charge and spin: 453.2 kJ/mol
- Charge: -1

Partial atomic charges computed with the Mulliken method, in multiples of e: number 1, C, carries -1.2936; number 2, C, carries 0.2033; number 3, C, carries -0.9204; number 4, C, carries -0.4290; number 5, O, carries -0.6058; number 6, N, carries -0.1189; number 7, C, carries -0.5255; number 8, O, carries -0.9110; number 9, H, carries 0.2730; number 10, H, carries 0.2527; number 11, H, carries 0.4490; number 12, H, carries 0.3462; number 13, H, carries 0.2015; number 14, H, carries 0.4541; number 15, H, carries 0.2187; number 16, H, carries 0.4632; number 17, H, carries 0.3483; number 18, H, carries 0.2751; number 19, H, carries 0.1432; number 20, H, carries 0.1757

No. 4
Entry from OMol25: a cluster of 2 separate species, C5H12NO2 in total at a distorted geometry (ωB97M-V with the def2-TZVPD basis set).

Element x y z (Å)
N  1.223  0.328  -1.845
C  1.644  -1.102  0.744
C  0.933  -0.070  1.410
C  0.239  -0.949  0.030
C  0.050  0.240  -1.094
C  -0.438  1.555  -0.472
O  -1.336  1.366  0.576
H  1.758  1.131  -1.470
H  1.609  -2.054  1.262
H  2.439  -0.891  0.042
H  0.138  -0.279  2.113
H  1.203  0.963  1.311
H  0.160  -1.697  -0.758
H  -0.631  -1.272  0.621
H  -0.801  -0.106  -1.688
H  0.437  2.067  -0.026
H  -0.878  2.205  -1.240
H  -1.971  0.564  0.350
H  -3.085  -1.282  -0.268
O  -2.693  -0.717  0.402

Values from the calculation:
- HOMO: -2.8301 eV
- Calculated total energy: -10959.310 eV
- Kohn-Sham gap: 6.0 eV
- Energy above the lowest of the compared OMol25 structures with the same formula, charge and spin: 741.0 kJ/mol
- Charge: -1

Partial atomic charges computed with the Mulliken method, in multiples of e: number 1, N, carries -1.0556; number 2, C, carries -0.4547; number 3, C, carries -0.5000; number 4, C, carries -0.5942; number 5, C, carries 0.0536; number 6, C, carries -0.9094; number 7, O, carries -0.5801; number 8, H, carries 0.2051; number 9, H, carries 0.2784; number 10, H, carries 0.4600; number 11, H, carries 0.2586; number 12, H, carries 0.2995; number 13, H, carries 0.3123; number 14, H, carries 0.6117; number 15, H, carries 0.4711; number 16, H, carries 0.3073; number 17, H, carries 0.2527; number 18, H, carries 0.4406; number 19, H, carries 0.1396; number 20, O, carries -0.9966

No. 5
Entry from OMol25: the ion C5H12NO2 with charge -1 at a distorted geometry (ωB97M-V with the def2-TZVPD basis set).

Element x y z (Å)
O  0.145  -0.161  3.783
C  -0.176  0.533  2.728
N  -0.526  -0.468  1.610
C  0.613  -0.438  0.627
C  0.320  0.638  -0.497
C  -0.718  0.241  -1.557
C  -0.227  -0.633  -2.645
O  0.467  0.143  -3.614
H  -1.090  1.109  2.944
H  0.572  1.339  2.280
H  -0.617  -1.499  1.963
H  0.618  -1.369  -0.016
H  1.607  -0.417  1.127
H  -0.033  1.533  0.071
H  1.143  0.854  -1.214
H  -1.711  -0.110  -1.115
H  -1.075  1.212  -1.982
H  -1.050  -1.181  -3.204
H  0.583  -1.278  -2.192
H  1.023  0.846  -3.284

Values from the calculation:
- HOMO: -2.4744 eV
- Calculated total energy: -10962.806 eV
- Kohn-Sham gap: 5.8 eV
- SMILES: [O-]CNCCCCO
- Energy above the lowest of the compared OMol25 structures with the same formula, charge and spin: 403.7 kJ/mol
- Charge: -1

Partial atomic charges computed with the Mulliken method, in multiples of e: number 1, O, carries -0.8672; number 2, C, carries -0.2403; number 3, N, carries -0.3864; number 4, C, carries -0.7152; number 5, C, carries -0.2808; number 6, C, carries -0.8060; number 7, C, carries -0.1739; number 8, O, carries -0.5459; number 9, H, carries 0.2261; number 10, H, carries 0.0967; number 11, H, carries 0.2170; number 12, H, carries 0.3696; number 13, H, carries 0.2847; number 14, H, carries 0.3236; number 15, H, carries 0.0897; number 16, H, carries 0.3405; number 17, H, carries 0.3232; number 18, H, carries 0.2199; number 19, H, carries 0.2177; number 20, H, carries 0.3070

No. 6
Entry from OMol25: the ion C5H12NO2 with charge -1 at a distorted geometry (ωB97M-V with the def2-TZVPD basis set).

Element x y z (Å)
C  -1.909  1.361  -0.616
N  -1.737  -0.063  -0.214
C  -0.375  -0.551  0.213
C  -0.078  -0.177  1.680
O  1.187  -0.458  2.049
C  0.615  -0.016  -0.836
C  1.909  -0.859  -0.889
O  2.758  -0.573  0.232
H  -2.304  1.374  -1.639
H  -2.656  1.809  0.039
H  -0.991  1.936  -0.590
H  -2.424  -0.181  0.522
H  -0.463  -1.620  -0.006
H  -0.254  0.935  1.726
H  -0.872  -0.715  2.271
H  0.180  -0.040  -1.837
H  0.979  0.948  -0.470
H  1.697  -1.937  -0.974
H  2.563  -0.601  -1.727
H  2.175  -0.573  1.065

Values from the calculation:
- HOMO: -3.2557 eV
- Calculated total energy: -10964.083 eV
- Kohn-Sham gap: 7.2 eV
- SMILES: CN[C@H](C[O-])CCO
- Energy above the lowest of the compared OMol25 structures with the same formula, charge and spin: 280.5 kJ/mol
- Charge: -1

Partial atomic charges computed with the Mulliken method, in multiples of e: number 1, C, carries -0.8470; number 2, N, carries -0.4610; number 3, C, carries 0.1262; number 4, C, carries -0.3699; number 5, O, carries -0.8494; number 6, C, carries -0.6341; number 7, C, carries -0.5962; number 8, O, carries -0.6775; number 9, H, carries 0.2551; number 10, H, carries 0.3269; number 11, H, carries 0.2813; number 12, H, carries 0.2589; number 13, H, carries 0.2508; number 14, H, carries 0.1655; number 15, H, carries 0.2169; number 16, H, carries 0.2829; number 17, H, carries 0.2453; number 18, H, carries 0.2676; number 19, H, carries 0.3091; number 20, H, carries 0.4486

No. 7
Entry from OMol25: a cluster of 2 separate species, C5H12NO2 in total (ωB97M-V with the def2-TZVPD basis set).

Element x y z (Å)
C  0.048  -3.965  -0.152
C  -0.408  -2.539  -0.001
C  -0.815  -1.817  -1.080
O  -1.194  -0.574  -1.144
H  -0.568  -4.694  0.391
H  0.029  -4.243  -1.211
H  1.082  -4.109  0.194
H  -0.294  -2.065  0.965
H  -0.832  -2.371  -2.037
H  -0.896  0.094  0.158
C  0.590  1.332  0.561
O  -0.552  0.668  0.994
C  0.372  2.833  0.555
N  1.543  3.584  0.088
H  1.449  1.107  1.217
H  0.861  1.007  -0.452
H  -0.476  3.066  -0.091
H  0.082  3.116  1.581
H  1.317  4.545  -0.057
H  2.277  3.550  0.787

Values from the calculation:
- HOMO: -2.7644 eV
- Calculated total energy: -10964.765 eV
- Kohn-Sham gap: 6.5 eV
- Energy above the lowest of the compared OMol25 structures with the same formula, charge and spin: 214.7 kJ/mol
- Charge: -1

Partial atomic charges computed with the Mulliken method, in multiples of e: number 1, C, carries -0.9970; number 2, C, carries -0.1306; number 3, C, carries -0.2576; number 4, O, carries -0.8134; number 5, H, carries 0.2231; number 6, H, carries 0.3056; number 7, H, carries 0.2173; number 8, H, carries 0.3302; number 9, H, carries 0.2275; number 10, H, carries 0.4398; number 11, C, carries -0.3790; number 12, O, carries -0.6256; number 13, C, carries -0.3323; number 14, N, carries -0.6044; number 15, H, carries 0.2166; number 16, H, carries 0.2723; number 17, H, carries 0.3049; number 18, H, carries 0.1880; number 19, H, carries 0.2086; number 20, H, carries 0.2061

No. 8
Entry from OMol25: the ion C5H12NO2 with charge +1 at a distorted geometry (ωB97M-V with the def2-TZVPD basis set).

Element x y z (Å)
C  1.443  0.088  1.914
C  0.718  -0.546  0.826
N  1.744  -1.381  0.058
C  0.097  0.446  -0.181
C  -1.450  0.388  -0.268
C  -2.116  0.938  -1.576
O  -1.849  2.134  -1.875
O  -2.902  0.041  -2.236
H  1.123  1.196  1.993
H  2.552  0.262  1.683
H  1.292  -0.396  2.870
H  -0.094  -1.139  1.058
H  2.565  -0.818  -0.347
H  2.005  -2.197  0.552
H  1.233  -1.682  -0.813
H  0.415  0.282  -1.154
H  0.316  1.453  0.017
H  -1.815  -0.599  -0.163
H  -1.831  0.998  0.599
H  -3.448  0.533  -2.956

Values from the calculation:
- HOMO: -13.5480 eV
- Calculated total energy: -10957.294 eV
- Kohn-Sham gap: 9.8 eV
- SMILES: C[C@H]([NH3+])CCC(=O)O
- Energy above the lowest of the compared OMol25 structures with the same formula, charge and spin: 127.9 kJ/mol
- Charge: +1

Partial atomic charges computed with the Mulliken method, in multiples of e: number 1, C, carries -1.2989; number 2, C, carries 0.4803; number 3, N, carries -0.4307; number 4, C, carries -1.1739; number 5, C, carries -0.5303; number 6, C, carries 0.3038; number 7, O, carries -0.5318; number 8, O, carries -0.4438; number 9, H, carries 0.3184; number 10, H, carries 0.3859; number 11, H, carries 0.3421; number 12, H, carries 0.5357; number 13, H, carries 0.3915; number 14, H, carries 0.3149; number 15, H, carries 0.3726; number 16, H, carries 0.4279; number 17, H, carries 0.3603; number 18, H, carries 0.4769; number 19, H, carries 0.2956; number 20, H, carries 0.4034